This record from the OMol25 dataset describes a 3-piece molecular cluster, C13H26F4O6 overall in a non-equilibrium geometry. The level of theory is ωB97M-V/def2-TZVPD.

Values from the calculation:
- orbital gap (Ha) = 0.398
- highest occupied orbital energy (eV) = -10.2185
- electronic energy (eV) = -37056.815
- LUMO level (hartree) = 0.0228
- SMILES = CCOCCOC(=O)OC(F)(F)C(F)F.CC(C)O.CC(C)O

Each line ends with the Mulliken charge.
Positions of all 49 atoms, in Å:
C: -3.724 1.109 3.513  -1.30
C: -3.057 -0.133 2.918  0.33
O: -2.508 -0.992 3.903  -0.46
C: -1.412 -0.447 4.583  -0.56
C: -0.117 -0.425 3.757  -0.08
O: 0.593 0.814 4.006  -0.37
C: 0.244 1.907 3.342  0.62
O: 0.178 3.010 3.813  -0.52
O: 0.005 1.713 1.976  -0.23
C: 1.077 1.416 1.151  0.76
F: 0.846 0.254 0.472  -0.26
F: 2.212 1.245 1.854  -0.29
C: 1.244 2.563 0.116  0.19
F: 2.216 3.401 0.548  -0.27
F: 1.623 2.035 -1.078  -0.21
H: -3.961 0.914 4.556  0.34
H: -4.639 1.345 2.984  0.39
H: -3.063 1.972 3.493  0.31
H: -2.308 0.153 2.183  -0.15
H: -3.789 -0.728 2.390  0.42
H: -1.610 0.568 4.937  0.35
H: -1.260 -1.061 5.464  0.33
H: 0.558 -1.196 4.106  0.39
H: -0.302 -0.579 2.705  0.03
H: 0.323 3.127 -0.006  0.25
C: 3.688 0.433 -4.440  -1.23
C: 3.918 -0.630 -3.376  0.32
C: 2.773 -1.631 -3.328  -0.94
O: 4.108 -0.028 -2.099  -0.54
H: 2.779 0.998 -4.218  0.27
H: 4.520 1.137 -4.462  0.32
H: 3.582 -0.013 -5.430  0.38
H: 4.851 -1.156 -3.585  0.34
H: 1.838 -1.121 -3.076  0.01
H: 2.958 -2.386 -2.564  0.33
H: 2.641 -2.132 -4.288  0.42
H: 3.305 0.453 -1.874  0.30
C: -1.601 -2.368 -2.871  -1.15
C: -2.194 -1.404 -1.856  0.39
C: -1.572 -0.020 -1.968  -0.76
O: -2.039 -1.916 -0.535  -0.54
H: -0.527 -2.484 -2.700  0.17
H: -2.061 -3.351 -2.778  0.32
H: -1.747 -2.010 -3.891  0.38
H: -3.271 -1.332 -2.011  0.27
H: -0.499 -0.077 -1.768  -0.11
H: -2.011 0.662 -1.239  0.26
H: -1.713 0.397 -2.966  0.45
H: -1.095 -1.999 -0.362  0.34